1.
DFT (wB97M-V/def2-TZVPD) results for an isolated molecule of C4H7NOS in a non-equilibrium geometry.

Values from the calculation:
- E_tot: -18632.3770 eV
- Relative energy (zero: lowest compared OMol25 entry of this formula, charge and spin): 2.173 eV
- Orbital gap: 9.02 eV
- Maximum force: 1.7 eV/A
- LUMO level: 0.56 eV
- Net charge: 0
- SMILES: OC[C@@H]1CN1C=S

Last column: Mulliken charge in e.
Positions of all 14 atoms, in Å:
O  -2.6673  -1.0338  -0.2184  -0.513
C  -1.2629  -0.8452  -0.1378  -0.726
C  -0.9510  0.4369  0.5519  0.274
C  -0.8637  1.7084  -0.2610  -0.573
N  0.3145  1.0515  0.3104  -0.153
C  1.4486  0.6346  -0.2212  -0.109
S  2.1976  -0.8041  0.0314  -0.313
H  -3.0015  -1.2653  0.6562  0.310
H  -0.9381  -0.9103  -1.1975  0.347
H  -0.7576  -1.6824  0.3734  0.329
H  -1.3280  0.4299  1.5603  0.285
H  -0.9992  1.5991  -1.3325  0.276
H  -1.1846  2.6275  0.2438  0.251
H  1.9584  1.3682  -0.8234  0.316

Cartesian forces, eV/Å:
-0.24 -0.06 0.36
0.04 -1.17 -0.94
0.37 -0.22 -0.80
0.23 -0.22 0.94
-1.36 0.97 0.32
1.10 -0.96 -0.17
-0.24 0.15 0.06
-0.01 0.00 -0.13
0.16 0.45 0.67
-0.22 0.23 -0.07
0.00 0.48 0.39
-0.07 0.18 0.12
0.27 -0.26 -0.49
-0.03 0.44 -0.26

***

2.
DFT (wB97M-V/def2-TZVPD) results for a cluster of 2 separate species, CH5FOSi in total in a non-equilibrium geometry.

Values from the calculation:
- E_tot: -13756.6808 eV
- Relative energy (zero: lowest compared OMol25 entry of this formula, charge and spin): 3.641 eV
- Orbital gap (alpha / beta): 8.51 / 6.94 eV
- Maximum force: 3.2 eV/A
- LUMO level (alpha / beta): 0.16 / 0.29 eV
- Net charge: 0

Last column: Mulliken charge in e.
Positions of all 9 atoms, in Å:
C  -1.9455  0.2835  -0.0108  -0.367
O  2.0417  -1.1694  0.1632  -0.364
F  -2.0710  -1.0796  0.0830  -0.220
Si  1.3145  0.2255  -0.0268  0.362
H  -2.2157  0.8171  0.8719  0.266
H  -2.4809  0.5599  -1.0046  0.174
H  2.9363  -1.4499  0.3055  0.339
H  0.8676  1.1894  0.9173  -0.084
H  1.5530  0.6236  -1.2987  -0.105

Cartesian forces, eV/Å:
-0.31 -0.88 -3.07
0.22 -1.45 0.84
-0.04 0.31 0.56
-2.56 -0.10 0.49
-0.07 0.19 0.67
1.23 0.06 1.80
0.42 0.10 0.13
0.52 0.51 1.09
0.58 1.27 -2.50

***

3.
DFT (wB97M-V/def2-TZVPD) results for an isolated molecule of C3H7NO2.

Values from the calculation:
- E_tot: -8808.6561 eV
- Relative energy (zero: lowest compared OMol25 entry of this formula, charge and spin): 1.873 eV
- Orbital gap: 8.17 eV
- Maximum force: 0.5 eV/A
- LUMO level: 0.76 eV
- Net charge: 0
- SMILES: C/C(O)=C(/N)O

Last column: Mulliken charge in e.
Positions of all 13 atoms, in Å:
C  0.9653  -0.4898  -1.2760  -1.129
C  -0.0465  0.1932  -0.3992  0.257
O  -1.0603  0.8897  -1.0500  -0.543
C  -0.2431  -0.1239  0.8898  0.399
N  -1.4790  -0.2156  1.4962  -0.512
O  0.8179  -0.4625  1.6797  -0.530
H  1.6675  -1.1225  -0.7177  0.339
H  1.5288  0.1800  -1.9350  0.267
H  0.3966  -1.1883  -1.9166  0.303
H  -1.3140  0.3659  -1.8190  0.314
H  -2.2075  0.1293  0.8841  0.247
H  -1.5631  0.0879  2.4559  0.234
H  1.5674  -0.0474  1.2328  0.354

Cartesian forces, eV/Å:
0.00 0.05 -0.08
0.18 -0.22 0.10
-0.23 -0.33 -0.23
-0.02 0.12 -0.16
0.15 0.26 -0.04
-0.10 -0.24 0.06
-0.18 0.27 -0.04
-0.06 -0.03 0.13
0.21 0.14 -0.04
-0.18 0.10 -0.14
0.03 -0.05 0.23
0.13 0.13 -0.11
0.07 -0.19 0.33

***

4.
DFT (wB97M-V/def2-TZVPD) results for a cluster of 2 separate species, C6H11NO in total in a non-equilibrium geometry.

Values from the calculation:
- E_tot: -9933.7618 eV
- Relative energy (zero: lowest compared OMol25 entry of this formula, charge and spin): 4.693 eV
- Orbital gap: 8.40 eV
- Maximum force: 4.5 eV/A
- LUMO level: 0.85 eV
- Net charge: 0
- SMILES: C=C=C(C)N.CC=O

Last column: Mulliken charge in e.
Positions of all 19 atoms, in Å:
C  -1.9452  -1.4343  0.5624  -0.726
C  -0.9781  -0.6105  0.2432  -0.036
C  -0.4556  0.6442  0.1167  0.452
C  -0.2513  1.4933  1.3423  -1.122
N  -0.4664  1.2737  -1.1582  -0.470
H  -1.8260  -2.5097  0.5248  0.311
H  -2.9445  -1.0623  0.7593  0.279
H  0.4958  1.0518  2.0014  0.305
H  0.1132  2.4948  1.1014  0.361
H  -1.1706  1.6069  1.9209  0.265
H  -1.3789  1.3006  -1.5954  0.241
H  -0.0460  2.1931  -1.1527  0.216
C  1.7539  -0.7939  -1.2676  -1.066
C  1.2299  -0.8674  0.1448  0.725
O  1.8710  -0.7384  1.1658  -0.614
H  0.9373  -0.7014  -1.9770  0.344
H  2.3100  -1.7093  -1.4719  0.342
H  2.4187  0.0650  -1.3567  0.284
H  0.3329  -1.6963  0.0966  -0.092

Cartesian forces, eV/Å:
0.61 -0.38 -0.58
-0.88 3.07 0.33
-1.90 -0.31 -0.19
0.65 -0.04 0.32
0.06 0.05 -0.03
0.12 -0.10 0.31
0.01 0.13 -0.08
0.06 -0.13 0.06
-0.05 -0.09 -0.20
-0.05 -0.07 -0.14
0.11 -0.01 0.02
-0.10 -0.11 0.05
-0.25 1.17 0.00
-0.19 -4.48 -0.11
-0.39 0.91 -0.03
0.02 0.02 -0.04
-0.04 -0.02 0.25
0.10 0.01 -0.20
2.12 0.40 0.25

***

5.
DFT (wB97M-V/def2-TZVPD) results for a cluster of 3 separate species, C2H9NO2 in total in a non-equilibrium geometry.

Values from the calculation:
- E_tot: -7804.0587 eV
- Relative energy (zero: lowest compared OMol25 entry of this formula, charge and spin): 0.667 eV
- Orbital gap: 10.97 eV
- Maximum force: 2.1 eV/A
- LUMO level: 0.72 eV
- Net charge: 0
- SMILES: C=NC.O.O

Last column: Mulliken charge in e.
Positions of all 14 atoms, in Å:
C  1.9452  0.4740  0.8126  -0.285
N  0.7434  0.3262  0.4197  -0.336
C  -0.2889  0.3968  1.4611  -0.899
H  2.7751  0.2390  0.0740  0.226
H  2.1663  1.0899  1.6982  0.236
H  -0.3061  -0.5682  2.0352  0.282
H  -0.0369  1.1763  2.1895  0.342
H  -1.2306  0.6733  1.0001  0.329
O  -2.5437  -0.1432  -0.9528  -0.640
H  -1.5976  -0.3436  -1.0024  0.360
H  -2.8554  -0.4896  -1.7954  0.299
O  0.0509  -0.8839  -2.1128  -0.718
H  0.5028  -0.4110  -1.3801  0.493
H  0.6756  -1.5359  -2.4470  0.310

Cartesian forces, eV/Å:
0.02 1.12 -1.81
0.87 -1.46 0.79
0.43 0.44 0.35
-0.92 0.42 1.04
0.22 -0.84 0.25
-0.31 0.78 -0.88
0.01 0.02 0.09
-0.24 -0.41 0.16
0.15 -0.07 -0.02
-0.14 -0.06 -0.09
-0.10 0.07 0.05
0.27 0.15 0.05
-0.18 -0.25 -0.08
-0.10 0.07 0.09

***

6.
DFT (wB97M-V/def2-TZVPD) results for the ion C3H7IN with charge +1 in a non-equilibrium geometry.

Values from the calculation:
- E_tot: -12805.5393 eV
- Relative energy (zero: lowest compared OMol25 entry of this formula, charge and spin): 2.950 eV
- Orbital gap: 10.00 eV
- Maximum force: 6.1 eV/A
- LUMO level: -4.02 eV
- Net charge: +1
- SMILES: C[N@H+]1C[C@@H]1I

Last column: Mulliken charge in e.
Positions of all 12 atoms, in Å:
C  -0.6748  1.3159  -0.0303  -0.813
N  0.3502  0.3377  -0.1252  -0.012
C  0.4503  -0.6273  1.0459  -0.351
C  0.0931  -1.0737  -0.5735  -0.461
I  1.3732  -1.8527  -2.0634  0.244
H  -1.5773  0.6785  -0.2647  0.276
H  -0.5283  1.6968  0.9975  0.353
H  -0.5996  1.9736  -0.9116  0.366
H  1.2105  0.6713  -0.4452  0.384
H  -0.4773  -0.8685  1.7307  0.302
H  1.4045  -0.8919  1.2501  0.354
H  -1.0246  -1.3597  -0.6101  0.358

Cartesian forces, eV/Å:
-1.89 -0.23 -0.92
-0.70 -3.35 1.48
-4.24 -1.54 -4.07
-0.89 0.49 2.73
-0.42 0.21 0.76
0.24 1.36 1.12
-1.00 0.62 -0.89
0.07 0.33 0.86
1.93 0.56 -0.42
2.14 1.25 -1.50
2.75 -0.49 1.18
2.01 0.80 -0.34

***

7.
DFT (wB97M-V/def2-TZVPD) results for an isolated molecule of C2HF3I2 in a non-equilibrium geometry.

Values from the calculation:
- E_tot: -26442.7292 eV
- Relative energy (zero: lowest compared OMol25 entry of this formula, charge and spin): 0.426 eV
- Orbital gap: 9.84 eV
- Maximum force: 3.6 eV/A
- LUMO level: -0.13 eV
- Net charge: 0
- SMILES: F[C@@H](I)C(F)(F)I

Last column: Mulliken charge in e.
Positions of all 8 atoms, in Å:
F  -0.5165  -0.0857  -1.7603  -0.212
C  -0.6112  0.4392  -0.5121  -0.246
I  -2.4416  -0.0561  0.3005  0.114
C  0.5989  -0.4265  0.4153  0.284
F  0.7016  -1.6678  0.0036  -0.195
F  0.2841  -0.4365  1.6765  -0.175
I  2.5077  0.6457  0.2585  0.044
H  -0.5230  1.5877  -0.3820  0.387

Cartesian forces, eV/Å:
0.21 0.89 0.05
2.37 -0.58 1.83
-1.25 -0.26 0.37
-0.83 2.75 -2.19
-0.04 -0.46 -0.53
-0.49 0.04 1.45
-0.38 -0.32 -0.19
0.41 -2.06 -0.80

***

8.
DFT (wB97M-V/def2-TZVPD) results for a structure of composition C14H33BBa2F4O8 in a non-equilibrium geometry.

Values from the calculation:
- E_tot: -44360.7614 eV
- Relative energy (zero: lowest compared OMol25 entry of this formula, charge and spin): 0.000 eV
- Orbital gap: 6.54 eV
- Maximum force: 4.1 eV/A
- LUMO level: -6.80 eV
- Net charge: +2

Last column: Mulliken charge in e.
Positions of all 62 atoms, in Å:
Ba  2.6912  -2.0154  0.4344  1.733
Ba  1.3958  0.6318  3.9855  1.884
B  -0.2414  -0.8458  1.0735  0.131
F  0.1754  -1.9695  1.7948  -0.449
F  0.4247  -0.7418  -0.1239  -0.148
F  -1.5961  -0.7628  0.8796  -0.267
F  0.0965  0.2921  1.8686  -0.267
C  2.9851  2.5504  -0.2706  -1.026
C  3.2704  1.1286  0.1336  0.786
O  3.9092  0.3758  -0.6087  -0.740
O  2.8664  0.7309  1.2713  -0.647
H  3.7633  3.1764  0.1726  0.359
H  2.0249  2.9569  0.0391  0.244
H  3.1057  2.6207  -1.3500  0.255
C  -2.0630  1.5029  -1.0354  -0.221
O  -2.7262  2.0959  -2.1466  -0.422
C  -2.0584  1.8625  -3.3528  -0.480
C  -0.7648  2.7099  -3.5503  -0.074
O  -0.1466  2.5349  -4.8132  -0.367
C  1.0776  3.2295  -4.8376  -0.591
H  -2.5104  1.7803  -0.0856  0.085
H  -1.0511  1.9253  -1.0289  0.052
H  -2.0037  0.4335  -1.2372  0.249
H  -2.7124  2.2000  -4.1585  0.318
H  -1.8756  0.8269  -3.6636  0.299
H  -0.0590  2.5787  -2.7236  0.055
H  -1.1055  3.7514  -3.5230  0.273
H  0.9012  4.3086  -4.8506  0.307
H  1.5482  2.9477  -5.7813  0.280
H  1.7952  2.9409  -4.0624  0.167
C  2.2038  -1.1954  -3.2813  -0.778
O  1.6954  -2.1205  -2.3162  -0.232
C  0.3441  -2.5037  -2.4574  -0.076
C  0.1825  -3.8561  -1.7203  -0.820
O  0.9487  -4.0194  -0.5501  -0.122
C  0.4967  -5.1623  0.2021  -0.875
H  3.2878  -1.2921  -3.2828  0.281
H  2.0289  -0.1525  -2.9989  0.266
H  1.7652  -1.3261  -4.2696  0.335
H  0.0574  -2.6143  -3.5043  0.624
H  -0.3197  -1.7630  -2.0076  -0.246
H  0.2925  -4.6482  -2.4638  0.475
H  -0.8472  -3.8104  -1.3415  0.369
H  -0.5052  -4.9219  0.5573  0.342
H  1.1191  -5.3775  1.0713  0.271
H  0.5397  -6.0666  -0.4034  0.319
C  -1.5929  2.6298  2.8377  -0.723
O  -1.0347  1.7659  3.8763  -0.197
C  -1.9838  1.2695  4.7466  -0.714
C  -1.9692  -0.2738  4.6892  -0.337
O  -0.6437  -0.7973  5.0182  -0.182
C  -0.6693  -2.1432  5.4812  -0.919
H  -0.7538  2.5240  2.1471  0.076
H  -1.6402  3.6656  3.1717  0.343
H  -2.5313  2.3150  2.3890  0.411
H  -3.0100  1.5995  4.6030  0.456
H  -1.6441  1.3653  5.7880  0.238
H  -2.1290  -0.4473  3.6179  0.106
H  -2.7742  -0.7676  5.2288  0.588
H  -1.3835  -2.3226  6.2841  0.318
H  0.3217  -2.4942  5.7682  0.310
H  -0.9685  -2.8156  4.6707  0.313

Cartesian forces, eV/Å:
-0.04 0.64 -1.56
-0.25 0.39 -0.85
-2.25 1.13 -0.13
0.76 -0.53 0.27
0.96 -0.25 -0.42
0.15 -0.69 0.24
0.62 0.30 0.58
0.51 0.13 -0.40
-0.02 0.44 -0.07
-0.07 -0.97 -0.55
-0.99 -0.89 2.23
0.00 0.02 0.02
-0.07 -0.31 0.09
-0.11 0.14 0.02
0.80 0.50 -1.27
-0.07 -0.08 0.49
0.62 0.68 -2.02
-0.96 0.65 0.25
-0.12 -0.89 1.08
0.22 -0.07 -1.23
-0.54 -0.23 -0.22
0.20 -0.33 0.35
-0.05 -0.14 0.59
-0.29 0.14 0.21
0.10 -0.40 0.87
0.22 -0.21 -0.10
0.06 0.13 0.38
0.16 0.04 0.24
-0.02 0.20 -0.03
-0.32 0.02 0.36
0.18 0.76 0.19
0.70 0.16 0.07
0.18 -0.35 1.01
-1.82 0.88 -0.70
1.53 0.02 0.56
-0.18 0.22 -0.10
-0.04 -0.29 -0.28
-0.34 -0.07 0.22
0.12 -0.38 0.00
0.13 -0.16 -0.03
0.11 0.13 -0.08
0.28 -0.36 0.48
-0.21 -0.50 -0.57
-0.16 -0.41 -0.06
0.31 0.52 -0.07
-0.31 0.07 -0.18
2.10 0.05 -0.31
-0.52 0.92 -0.56
0.06 -2.85 2.94
-0.07 0.36 -2.28
-0.31 0.82 0.42
-0.35 -1.16 -0.64
-0.68 0.56 -0.77
-0.19 -0.12 0.25
0.05 -0.45 0.29
0.16 0.35 -0.06
-0.31 1.25 0.00
-0.03 -0.72 0.04
0.23 0.13 0.45
0.16 0.41 0.23
0.09 0.49 0.25
-0.11 0.16 -0.14

***

Question: Which of these has the lowest E_tot?
Answer: C14H33BBa2F4O8